No. 1
The following is a quantum chemistry calculation of a cluster of 3 separate species, C3H11NO4 in total, from the OMol25 dataset.

Structure (XYZ):
```
19
Properties=species:S:1:pos:R:3
O -0.80671 -0.29550 0.31141
C 0.11992 0.46772 0.13376
N -0.04050 1.80675 0.34507
C 0.89045 2.87599 0.13184
O 0.75413 3.51116 -1.13344
C 1.47185 -0.04579 -0.29358
H -0.95413 2.10392 0.65474
H 1.91798 2.57007 0.24335
H 0.68897 3.62434 0.89066
H 0.67683 2.83657 -1.81483
H 1.29388 -0.67062 -1.17204
H 1.82182 -0.65574 0.52272
H 2.21392 0.72276 -0.50295
H -2.59278 -0.57607 1.72537
H -1.70911 -0.14524 2.87580
O -2.62779 -0.34939 2.66137
H 0.22514 -7.00004 -1.35542
H -0.08639 -5.75682 -2.13196
O 0.56621 -6.47567 -2.09045
```

The calculation puts the relative energy (zero: lowest compared OMol25 entry of this formula, charge and spin) at 31.6 kcal/mol. The value obtained for the HOMO energy is -10.44 eV. The value obtained for the max |F| is 0.015 Eh/bohr. The total energy is -476.62725 Eh. As for the SMILES: CC(=O)NCO.O.O. For the HOMO-LUMO gap, the calculation gives 10.94 eV.

No. 2
The following is a quantum chemistry calculation of a cluster of 2 separate species, C5H9OP in total at a distorted geometry, from the OMol25 dataset.

Structure (XYZ):
```
16
Properties=species:S:1:pos:R:3
C -1.07667 -0.87895 1.41744
C -1.75959 -0.93995 0.32806
C 2.06488 0.44537 0.82527
C -2.35873 -0.59683 -0.73948
C 0.14805 0.29282 -1.41142
O 1.73228 -1.84842 -0.70739
P 1.28474 -0.47088 -0.50220
H -1.64856 -0.71004 2.37715
H 3.08309 0.79376 0.43812
H 1.56078 1.26217 1.16731
H 2.16319 -0.20957 1.70505
H -3.02281 -1.46395 -1.15916
H -2.39708 0.38038 -1.22692
H -0.13613 1.24927 -0.92013
H -0.16518 -0.13474 -2.33390
H -0.08036 -1.07922 1.49205
```

The calculation puts the relative energy (zero: lowest compared OMol25 entry of this formula, charge and spin) at 78.7 kcal/mol. The value obtained for the HOMO energy is -8.38 eV. The value obtained for the max |F| is 0.093 Eh/bohr. The total energy is -612.37141 Eh. For the HOMO-LUMO gap, the calculation gives 9.02 eV.

No. 3
The following is a quantum chemistry calculation of a cluster of 2 separate species, C2H7NO3S2 in total at a distorted geometry, from the OMol25 dataset.

Structure (XYZ):
```
15
Properties=species:S:1:pos:R:3
C 0.58522 0.84946 -1.72276
C -0.97651 0.74748 0.78174
N -0.06719 -0.49880 -1.43343
O -0.29378 -0.48361 3.03851
O -0.69352 -1.90144 0.99812
O 1.35591 -0.62156 1.10466
S -0.36669 2.24554 0.81762
S -0.04667 -0.72963 1.38223
H 1.30946 0.69955 -2.60104
H -0.22713 1.41092 -2.12984
H 1.15814 1.17202 -0.84559
H -1.91232 0.30033 0.33817
H 0.49730 -1.18678 -1.00654
H -0.56959 -0.82979 -2.24969
H 0.24739 -1.17368 3.52783
```

The calculation puts the relative energy (zero: lowest compared OMol25 entry of this formula, charge and spin) at 51.7 kcal/mol. The value obtained for the HOMO energy is -9.47 eV. The value obtained for the max |F| is 0.081 Eh/bohr. The total energy is -1157.16609 Eh. As for the SMILES: O=S(=O)(O)C=S.CN. For the HOMO-LUMO gap, the calculation gives 8.36 eV.

No. 4
The following is a quantum chemistry calculation of the molecule C4H7NO2 at a distorted geometry, from the OMol25 dataset.

Structure (XYZ):
```
14
Properties=species:S:1:pos:R:3
C -1.68652 -0.62612 -0.86084
C -0.23378 -0.21002 -0.18183
C 0.16177 1.18440 -0.27326
C 0.64707 -1.24829 0.34335
N -2.20679 -1.90067 -0.80897
O -1.61226 -2.83254 -0.25873
O -3.21001 -2.08815 -1.50312
H -2.25901 0.25059 -1.27741
H -0.81649 1.73884 -0.21282
H 0.57617 1.25968 -1.24550
H 1.10182 1.42834 0.31410
H 1.56378 -1.44064 -0.20093
H 0.90213 -0.99217 1.34196
H 0.02028 -2.19684 0.23044
```

The calculation puts the relative energy (zero: lowest compared OMol25 entry of this formula, charge and spin) at 149.5 kcal/mol. The value obtained for the HOMO energy (alpha / beta) is -9.22 / -9.22 eV. The value obtained for the max |F| is 0.165 Eh/bohr. The total energy is -361.64258 Eh. As for the SMILES: CC(C)=C[N+](=O)[O-]. For the HOMO-LUMO gap (alpha / beta), the calculation gives 8.26 / 8.26 eV.

No. 5
The following is a quantum chemistry calculation of the ion C5H3O3S2 with charge -1 at a distorted geometry, from the OMol25 dataset.

Structure (XYZ):
```
13
Properties=species:S:1:pos:R:3
C 2.50355 -0.95072 -0.66409
C 2.68575 0.34881 -0.39868
C -3.14960 -0.20898 0.44032
C -0.95084 0.42332 0.44799
C 0.29644 0.06966 0.09534
O -1.32324 1.60630 0.59484
O -4.15209 -0.85850 0.58072
O -1.90411 -0.63603 0.37815
S 0.96080 -1.56965 -0.04749
S 1.52622 1.24209 0.60699
H 3.15467 -1.36971 -1.38387
H 3.40198 1.02596 -0.80398
H -3.04954 0.87746 0.15375
```

The calculation puts the relative energy (zero: lowest compared OMol25 entry of this formula, charge and spin) at 8.8 kcal/mol. The value obtained for the HOMO energy is -2.79 eV. The value obtained for the max |F| is 0.053 Eh/bohr. Its charge is -1. The total energy is -1214.43774 Eh. As for the SMILES: O=COC([O-])=C1SC=CS1. For the HOMO-LUMO gap, the calculation gives 6.07 eV.

No. 6
The following is a quantum chemistry calculation of a structure of composition C21H30FFeN5SSeSi, from the OMol25 dataset.

Structure (XYZ):
```
61
Properties=species:S:1:pos:R:3
Fe 0.01762 0.67101 0.71507
C 1.57061 1.12688 -2.44735
Si 2.76015 0.93563 -1.00307
C 3.40750 2.65196 -0.55341
C 4.23306 -0.06824 -1.63708
N 1.94624 0.13765 0.27026
C 2.53534 -0.65676 1.22455
C 1.77684 -1.63752 1.89762
C 2.33350 -2.45284 2.86515
C 3.67346 -2.33452 3.22435
C 4.44228 -1.37627 2.57374
C 3.89278 -0.56125 1.59735
H 1.80721 2.00848 -3.04927
H 0.54574 1.23478 -2.08536
H 1.59630 0.25208 -3.10148
H 4.32592 2.88572 -1.09928
H 3.62250 2.72432 0.51574
H 2.66611 3.41524 -0.79587
H 4.32030 0.02529 -2.72260
H 4.10373 -1.12617 -1.39766
H 5.18002 0.25479 -1.20010
H 0.73118 -1.75946 1.62208
H 1.71221 -3.20813 3.33515
H 4.10860 -2.97810 3.97895
H 5.48915 -1.25817 2.83228
H 4.51180 0.19286 1.12726
Se -2.16409 -0.05505 0.73615
C 0.78880 -1.14164 5.86314
N 1.02154 0.01760 5.03760
C 0.21295 0.44900 4.04843
N -0.98157 -0.11668 3.90037
S 0.75960 1.70551 3.04035
H 1.74356 -1.47814 6.26130
H 0.37811 -1.96814 5.27823
H 0.11410 -0.93145 6.69800
H 1.93575 0.43625 5.02884
H -1.19206 -0.97588 4.38206
H -1.47017 0.02281 2.98582
N -1.60649 4.33647 -0.59133
C -0.64392 4.95556 0.18108
C 0.23176 3.97409 0.51717
N -0.17051 2.77887 -0.03485
C -1.28279 3.02966 -0.67913
H -2.44076 4.75516 -0.95916
H -0.68460 6.00134 0.42432
H 1.11676 4.03945 1.12520
H -1.89208 2.28570 -1.16532
F -0.09310 -7.44674 1.13074
C -0.06442 -6.20628 0.56829
C -1.24979 -5.65127 0.11769
C -1.21940 -4.39367 -0.45113
C -0.00862 -3.67416 -0.58639
C 0.01705 -2.39147 -1.16544
C 1.16902 -4.28410 -0.09301
C 1.14547 -5.54134 0.47855
H -2.17440 -6.20185 0.22870
H -2.13759 -3.92351 -0.77866
H -0.88997 -1.92872 -1.52201
H 0.93624 -1.82441 -1.19809
H 2.10168 -3.73728 -0.15099
H 2.04401 -6.00583 0.86212
```

The calculation puts the relative energy (zero: lowest compared OMol25 entry of this formula, charge and spin) at 0.0 kcal/mol. The value obtained for the HOMO energy (alpha / beta) is -3.04 / -3.26 eV. The value obtained for the max |F| is 0.013 Eh/bohr. Its expectation value of S² is 8.8061. Its charge is -1. The total energy is -5544.82126 Eh. Its spin multiplicity is 6. For the HOMO-LUMO gap (alpha / beta), the calculation gives 5.75 / 5.92 eV.

No. 7
The following is a quantum chemistry calculation of the molecule C4H9NOS at a distorted geometry, from the OMol25 dataset.

Structure (XYZ):
```
16
Properties=species:S:1:pos:R:3
C 2.26555 -0.33709 -0.16830
N 1.08708 0.50584 -0.39205
C -0.14028 -0.20224 -0.23262
C -1.31148 0.71888 -0.56707
S -2.93740 -0.06589 -0.79236
C -0.40301 -0.77489 1.18920
O -0.16128 -0.15525 2.18823
H 2.28939 -0.71152 0.86304
H 3.19522 0.16923 -0.41070
H 2.19303 -1.21221 -0.81807
H 1.09366 1.23768 0.29977
H -0.25309 -1.11917 -0.82745
H -0.94297 1.29773 -1.41487
H -1.46875 1.39361 0.27861
H -3.63824 1.02772 -0.47847
H -0.86745 -1.77243 1.28313
```

The calculation puts the relative energy (zero: lowest compared OMol25 entry of this formula, charge and spin) at 39.9 kcal/mol. The value obtained for the HOMO energy is -9.16 eV. The value obtained for the max |F| is 0.047 Eh/bohr. The total energy is -685.95544 Eh. As for the SMILES: CN[C@@H](C=O)CS. For the HOMO-LUMO gap, the calculation gives 9.97 eV.

No. 8
The following is a quantum chemistry calculation of a cluster of 2 separate species, C6H12FNO2S in total at a distorted geometry, from the OMol25 dataset.

Structure (XYZ):
```
23
Properties=species:S:1:pos:R:3
C -0.97827 0.09109 -1.42002
C -0.91780 1.66247 -1.40779
C -0.91075 -0.65446 -0.07880
C 0.49018 1.96317 -0.82963
C 0.30695 -0.08723 0.55747
C 1.32177 -2.21952 2.42661
N 0.77140 1.11058 0.31498
O -0.50008 -0.43717 3.02965
O 1.79736 0.45576 2.79318
F 1.75243 -1.14028 -0.04848
S 0.74330 -0.43685 2.32617
H -1.97201 -0.18559 -1.89527
H -0.12941 -0.21935 -2.02022
H -1.04663 1.98279 -2.38578
H -1.70474 2.09701 -0.74966
H -1.94588 -0.51306 0.43794
H -0.74844 -1.67207 -0.26999
H 1.19888 1.77940 -1.74209
H 0.82891 2.88882 -0.46029
H 1.78034 -2.43147 3.41106
H 0.41020 -2.76454 1.97931
H 2.10330 -2.24074 1.76156
H 1.64209 1.43091 0.77159
```

The calculation puts the relative energy (zero: lowest compared OMol25 entry of this formula, charge and spin) at 17.3 kcal/mol. The value obtained for the HOMO energy is -10.10 eV. The value obtained for the max |F| is 0.077 Eh/bohr. The total energy is -939.02128 Eh. For the HOMO-LUMO gap, the calculation gives 10.67 eV.

No. 9
The following is a quantum chemistry calculation of the molecule C18H27N3O2, from the OMol25 dataset.

Structure (XYZ):
```
50
Properties=species:S:1:pos:R:3
C -8.29824 -1.04179 -0.79641
C -7.03075 -1.77512 -0.37496
C -5.75398 -0.98609 -0.66768
C -5.63842 0.29435 0.16688
C -4.30260 0.97000 -0.09967
O -4.18415 1.91844 -0.84331
N -3.27525 0.37117 0.56491
C -1.90679 0.66661 0.52987
C -1.36801 1.70459 -0.22488
C -0.01038 1.93781 -0.21670
C 0.87360 1.14676 0.52693
C 0.31711 0.11599 1.28930
C -1.04449 -0.11386 1.29144
H -1.44082 -0.92288 1.89093
H 0.93726 -0.52953 1.89113
N 2.23071 1.45636 0.54360
C 3.12760 0.77727 1.44830
H 3.96928 1.45358 1.63938
C 3.68075 -0.52518 0.83908
N 4.33737 -0.21329 -0.40849
C 5.65614 -0.34268 -0.70551
O 6.10444 0.05093 -1.76457
C 6.52582 -1.02419 0.34158
C 7.95450 -1.17912 -0.16472
H 8.57485 -1.65755 0.58946
H 7.96755 -1.78070 -1.06940
H 8.37346 -0.20593 -0.40522
H 6.52235 -0.42279 1.25421
H 6.10562 -2.00631 0.57097
C 3.45975 0.47094 -1.33809
C 2.91165 1.75585 -0.70083
H 3.74293 2.43461 -0.48308
H 2.23729 2.24378 -1.40033
H 2.62502 -0.19176 -1.59647
H 4.03784 0.69814 -2.23453
H 2.85041 -1.21179 0.63085
H 4.36406 -1.00413 1.53638
H 2.62818 0.58392 2.39714
H 0.36638 2.77125 -0.78831
H -2.02139 2.33055 -0.80838
H -3.51341 -0.41114 1.15891
H -6.42397 0.99316 -0.11750
H -5.74025 0.05931 1.22897
H -5.72615 -0.71985 -1.72605
H -4.89137 -1.62808 -0.46692
H -7.08011 -2.00204 0.69303
H -6.97700 -2.72524 -0.91169
H -9.16686 -1.68096 -0.65566
H -8.44382 -0.14015 -0.20758
H -8.24374 -0.76323 -1.84628
```

The calculation puts the relative energy (zero: lowest compared OMol25 entry of this formula, charge and spin) at 30.8 kcal/mol. The value obtained for the HOMO energy is -7.40 eV. The value obtained for the max |F| is 0.012 Eh/bohr. The total energy is -1016.87752 Eh. As for the SMILES: CCCCC(=O)Nc1ccc(N2CCN(C(=O)CC)CC2)cc1. For the HOMO-LUMO gap, the calculation gives 8.03 eV.